No. 1
The following is a quantum chemistry calculation of a structure of composition C9H32CoN11O7 in a non-equilibrium geometry, from OMol25.

Element x y z (Å)
Co -0.091 -1.140 -0.200
O 0.475 0.670 -0.689
H 0.529 1.364 -1.375
C 0.232 -1.936 3.398
C -1.064 -1.357 2.804
C -1.887 -0.672 3.844
O -3.073 -0.062 3.317
C -4.120 -0.943 2.981
N -0.773 -0.490 1.771
H 0.310 -3.000 3.174
H 0.393 -1.864 4.474
H 1.082 -1.583 2.816
H -1.752 -2.173 2.586
H -1.362 0.133 4.358
H -2.136 -1.359 4.653
H -3.816 -1.960 3.230
H -4.340 -0.770 1.928
H -4.786 -0.392 3.645
H -0.184 0.138 2.298
H -1.564 0.131 1.681
C 0.697 -2.319 -3.159
O 0.323 -1.934 -2.071
N 1.209 -1.607 -4.067
N 0.654 -3.534 -3.520
H 1.513 -2.142 -4.868
H 1.302 -0.603 -4.017
H 0.672 -4.114 -2.693
H 1.286 -3.826 -4.252
C 3.028 -1.570 0.716
O 1.847 -1.910 0.500
N 3.872 -2.322 1.383
N 3.590 -0.397 0.433
H 3.619 -3.297 1.459
H 4.850 -2.074 1.348
H 3.032 0.299 -0.041
H 4.503 -0.171 0.801
C 0.835 2.449 -3.842
O 0.904 3.038 -4.870
N 0.075 1.381 -3.527
N 1.510 2.747 -2.743
H -0.584 1.169 -4.262
H -0.139 1.102 -2.580
H 1.535 2.113 -1.957
H 2.085 3.576 -2.694
C 1.734 4.161 0.546
O 2.458 5.049 0.881
N 2.052 2.859 0.647
N 0.597 4.278 -0.088
H 3.001 2.678 0.942
H 1.458 2.104 0.335
H 0.352 5.183 -0.463
H 0.150 3.464 -0.486
C -2.898 -0.173 -0.694
O -1.989 -0.866 -1.084
N -2.698 1.089 -0.346
N -4.187 -0.477 -0.720
H -1.745 1.396 -0.483
H -3.451 1.735 -0.158
H -4.288 -1.478 -0.635
H -4.835 0.212 -0.364

molar mass: 465.36 g mol⁻¹
energy relative to the best compared isomer or geometry (same formula, charge and spin): 0.0 kcal per mole
LUMO (spin up / spin down): -2.3 / -2.6 eV
⟨S²⟩: 3.76
net charge: +1
spin multiplicity: 4
orbital gap (spin up / spin down): 9.566 / 9.307 eV
electronic energy: -78200.06408 eV

No. 2
The following is a quantum chemistry calculation of a cluster of 2 separate species, C4H12 in total in a non-equilibrium geometry, from OMol25.

Element x y z (Å)
C -0.575 1.565 2.135
C -0.304 0.768 0.888
H 0.221 1.527 2.869
H -0.632 2.723 1.780
H -1.585 1.279 2.505
H -0.802 -0.219 1.090
H 0.702 0.783 0.652
H -0.881 1.257 0.076
C 1.055 -1.528 -1.150
C -0.046 -0.899 -1.850
H 1.202 -1.194 -0.143
H 0.902 -2.551 -0.712
H 1.925 -1.348 -1.692
H 0.256 -0.738 -2.964
H -0.375 0.139 -1.595
H -1.062 -1.565 -1.888

molar mass: 60.14 g mol⁻¹
energy relative to the best compared isomer or geometry (same formula, charge and spin): 36.7 kcal per mole
LUMO: 1.1 eV
spin multiplicity: 1
orbital gap: 11.791 eV
electronic energy: -4340.93809 eV

No. 3
The following is a quantum chemistry calculation of a structure of composition C44H43N7O2Ti in a non-equilibrium geometry, from OMol25.

Element x y z (Å)
Ti 0.694 0.522 0.207
C 0.004 4.475 -1.990
C -0.995 4.276 -0.870
C -1.676 5.400 -0.421
C -2.547 5.334 0.654
C -2.706 4.140 1.344
C -2.039 2.988 0.954
C -2.224 1.745 1.779
C -1.223 3.065 -0.187
N -0.550 1.874 -0.697
C -0.689 1.627 -1.970
C -1.726 2.208 -2.840
C 0.371 0.712 -2.559
C 0.538 0.623 -4.017
N 1.147 0.170 -1.678
C 2.284 -0.664 -2.001
C 2.091 -1.921 -2.591
C 0.738 -2.525 -2.868
C 3.240 -2.625 -2.921
C 4.502 -2.109 -2.647
C 4.649 -0.875 -2.023
C 3.538 -0.127 -1.680
C 3.710 1.237 -1.062
H 0.686 5.285 -1.727
H -0.484 4.790 -2.915
H 0.620 3.602 -2.216
H -1.511 6.346 -0.925
H -3.087 6.218 0.969
H -3.356 4.103 2.210
H -2.570 2.014 2.776
H -1.287 1.202 1.929
H -2.954 1.047 1.363
H -2.560 2.597 -2.260
H -2.068 1.455 -3.556
H -1.318 3.032 -3.437
H 0.433 1.620 -4.454
H -0.266 0.013 -4.452
H 1.492 0.182 -4.291
H -0.085 -1.998 -2.381
H 0.711 -3.557 -2.520
H 0.533 -2.559 -3.942
H 3.143 -3.592 -3.401
H 5.384 -2.675 -2.922
H 5.640 -0.487 -1.815
H 4.543 1.248 -0.361
H 2.834 1.601 -0.506
H 3.914 1.995 -1.823
O 4.795 -6.433 -0.104
C 4.916 -5.548 0.897
O 5.543 -5.782 1.880
C 4.204 -4.219 0.779
C 4.879 -3.094 1.255
C 4.224 -1.882 1.353
C 2.880 -1.806 0.995
C 2.212 -2.899 0.468
C 2.882 -4.110 0.363
N 2.161 -0.563 1.259
C 2.379 -0.016 2.410
C 1.881 1.319 2.700
C 2.088 1.904 3.918
C 1.753 3.259 4.075
C 1.271 3.948 2.984
C 1.048 3.277 1.783
N 1.304 1.969 1.639
H 4.331 -6.071 -0.869
H 5.908 -3.191 1.578
H 4.758 -1.005 1.706
H 1.168 -2.834 0.185
H 2.351 -4.984 0.003
H 2.992 -0.521 3.153
H 2.539 1.337 4.725
H 1.908 3.758 5.025
H 1.058 5.008 3.038
H 0.660 3.804 0.929
C -1.764 -2.457 2.025
C -0.730 -1.629 1.676
N -0.746 -0.917 0.514
C -1.829 -1.054 -0.315
C -2.907 -1.844 -0.026
C -2.862 -2.567 1.183
C -4.037 -1.932 -0.972
C -5.329 -1.838 -0.654
C -5.919 -1.521 0.665
C -7.277 -1.628 0.858
C -7.773 -1.298 2.118
N -6.979 -0.884 3.104
C -5.684 -0.818 2.804
N -5.094 -1.104 1.644
H -1.704 -3.021 2.947
H 0.131 -1.532 2.318
H -1.822 -0.487 -1.233
H -3.665 -3.251 1.422
H -3.776 -2.094 -2.013
H -6.044 -1.974 -1.458
H -7.936 -1.959 0.066
H -8.832 -1.364 2.337
H -5.031 -0.489 3.607

molar mass: 749.74 g mol⁻¹
energy relative to the best compared isomer or geometry (same formula, charge and spin): 11.2 kcal per mole
LUMO: -14.1 eV
net charge: +4
spin multiplicity: 1
orbital gap: 3.979 eV
electronic energy: -83929.19075 eV

No. 4
The following is a quantum chemistry calculation of a cluster of 2 separate species, C22H18F3 in total in a non-equilibrium geometry, from OMol25.

Element x y z (Å)
H -0.422 -0.620 -0.177
C -0.692 1.133 1.330
C -2.055 0.813 1.618
C -2.809 1.880 1.995
C 0.462 0.850 2.131
C 1.023 -0.420 2.464
C 1.959 -0.486 3.491
C 2.345 0.680 4.179
C 1.852 1.941 3.796
C 0.975 2.021 2.731
H -0.483 1.582 0.322
H -2.389 -0.214 1.471
H -3.836 1.834 2.351
H -2.289 2.850 1.964
H 0.682 -1.326 1.959
H 2.380 -1.450 3.803
H 3.035 0.618 5.025
H 2.117 2.853 4.333
H 0.535 2.970 2.424
F 3.234 1.672 -3.112
C 2.892 0.574 -2.334
C 3.916 -0.163 -1.747
C 3.525 -1.276 -0.999
F 4.503 -2.025 -0.381
C 2.197 -1.633 -0.840
C 1.172 -0.871 -1.420
C -0.229 -1.250 -1.010
C -1.471 -1.062 -1.846
C -2.537 -1.917 -1.547
C -3.795 -1.764 -2.126
C -4.033 -0.688 -3.000
C -2.977 0.168 -3.279
F -3.202 1.221 -4.149
C -1.696 0.013 -2.724
C 1.530 0.267 -2.167
H 4.966 0.106 -1.882
H 1.940 -2.518 -0.263
H -0.222 -2.253 -0.551
H -2.358 -2.738 -0.854
H -4.592 -2.476 -1.898
H -5.019 -0.526 -3.452
H -0.922 0.718 -2.998
H 0.787 0.913 -2.629

molar mass: 339.38 g mol⁻¹
energy relative to the best compared isomer or geometry (same formula, charge and spin): 56.3 kcal per mole
LUMO: -6.6 eV
net charge: +1
spin multiplicity: 1
orbital gap: 5.384 eV
electronic energy: -31247.95389 eV

No. 5
The following is a quantum chemistry calculation of an isolated molecule of C6H10O in a non-equilibrium geometry, from OMol25.

Element x y z (Å)
C 0.894 1.121 -0.272
C -0.422 1.090 -0.374
C 1.398 -0.255 0.078
C 0.085 -1.077 -0.012
C -1.631 1.877 -0.571
C -0.472 -1.769 1.176
O 2.442 -0.769 -0.718
H 1.540 1.992 -0.387
H 1.795 -0.280 1.101
H -0.098 -1.537 -0.973
H -2.104 2.070 0.394
H -2.338 1.340 -1.205
H -1.396 2.837 -1.041
H -0.324 -1.183 2.081
H 0.016 -2.739 1.314
H -1.537 -1.957 1.046
H 2.151 -0.761 -1.637

molar mass: 98.14 g mol⁻¹
energy relative to the best compared isomer or geometry (same formula, charge and spin): 78.0 kcal per mole
LUMO: 0.9 eV
spin multiplicity: 1
orbital gap: 8.755 eV
electronic energy: -8427.85977 eV

No. 6
The following is a quantum chemistry calculation of a cluster of 2 separate species, C6H11ClN2 in total in a non-equilibrium geometry, from OMol25.

Element x y z (Å)
C 1.171 -2.695 -0.020
C -0.107 -2.006 -0.509
N -0.272 -0.693 0.115
C -0.216 -0.432 1.457
C -0.182 0.913 1.609
N -0.327 1.464 0.334
C -0.288 0.462 -0.546
C -0.522 2.864 0.064
H 1.076 -3.319 0.868
H 2.008 -2.002 0.061
H 1.535 -3.375 -0.795
H -1.019 -2.592 -0.471
H 0.150 -1.788 -1.546
H -0.160 -1.258 2.145
H -0.204 1.528 2.490
H -0.128 0.606 -1.613
H -0.834 3.087 -0.954
H 0.389 3.454 0.206
H -1.197 3.333 0.780
Cl -0.876 2.450 -3.677

molar mass: 146.62 g mol⁻¹
energy relative to the best compared isomer or geometry (same formula, charge and spin): 7.4 kcal per mole
LUMO: 0.0 eV
spin multiplicity: 1
orbital gap: 7.002 eV
electronic energy: -21902.16663 eV